{
  "formula": "C27H27CsN9O6S5",
  "method": "ωB97M-V with the def2-TZVPD basis set",
  "species": ["C", "C", "H", "H", "O", "H", "H", "Cs", "C", "C", "C", "C", "C", "C", "S", "O", "H", "N", "H", "C", "H", "C", "H", "N", "H", "H", "O", "H", "O", "C", "C", "H", "C", "H", "H", "H", "C", "C", "H", "H", "N", "S", "C", "C", "N", "O", "N", "C", "H", "H", "C", "C", "C", "N", "H", "C", "S", "H", "S", "N", "C", "C", "H", "H", "C", "C", "O", "H", "C", "S", "H", "N", "H", "H", "N"],
  "coordinates": [[-1.507601, 4.661760, 1.630729], [3.431441, -1.192085, 2.304928], [-1.747761, 4.127758, 2.573140], [-0.984137, 6.480187, 2.686251], [-1.309704, -6.393896, 2.108964], [-0.602773, 7.852130, 0.555500], [-2.238019, -1.919423, -3.090946], [-1.335848, 1.249868, 1.421007], [-1.095245, 1.725399, -2.727201], [7.744216, 2.922761, -5.815105], [-0.369395, 6.616697, -2.098215], [-0.226436, -5.978627, -1.413411], [-0.811828, 4.436272, -3.171459], [-0.957221, 2.159744, -4.073223], [0.974975, -4.758248, -0.847533], [0.109787, 8.707769, -1.309731], [-1.074337, 2.714797, 5.276236], [1.769598, -0.161449, 0.957291], [-3.322053, -2.139890, -1.632285], [1.676899, 0.190423, 3.429242], [-2.669296, -4.591488, -1.708684], [2.296271, -0.426620, 2.198721], [-0.282460, 6.305125, -4.165296], [-0.757796, 2.436206, 4.360052], [3.136993, -0.568185, 6.842753], [-0.050488, -4.483490, 1.273686], [-3.845413, -6.836767, 1.950258], [0.174773, -6.218210, -3.422473], [0.192737, 8.401561, -3.436421], [4.124865, -1.645723, 1.169144], [-2.582776, -3.900114, -2.601710], [-1.428904, -6.791562, -2.968825], [-1.046098, 3.838873, -1.930188], [-1.359140, -2.421891, 1.200853], [-1.099573, -5.854119, -0.809187], [1.862371, -0.587080, -1.078019], [-0.455994, 5.852400, -3.238352], [-0.825861, 6.779724, 0.512329], [-1.216078, 0.658261, -2.613666], [4.088265, -1.687058, -0.957169], [0.759418, 1.062463, 3.342491], [-0.977813, -1.835370, -1.163243], [-0.753208, 6.094483, -0.714162], [-2.358956, -2.436112, -2.149429], [0.035192, 7.922775, -2.293485], [-2.917381, -4.668771, 2.550257], [2.275777, -0.061773, 6.867879], [3.544314, -1.448610, -0.048054], [5.004185, -2.264562, 1.254077], [4.001648, -1.398512, 3.221288], [0.118690, -3.801846, 0.450245], [1.720010, 0.322435, 5.657685], [-1.085406, -2.940592, 0.277852], [0.722788, 1.203478, 5.718388], [-0.918760, 1.469322, -4.904464], [-1.150151, 4.722541, -0.671470], [6.610979, 2.445473, -6.711891], [0.263759, -6.960584, -1.317860], [-2.840394, -5.816525, 1.664773], [2.228089, -0.261077, 4.591711], [0.214632, 1.611921, 4.504291], [-0.721095, -5.946427, -2.855987], [0.977747, -3.109860, 0.597247], [-1.205659, -5.988664, 2.978460], [2.367238, -0.714006, -0.104717], [-0.794927, 3.496331, -4.306437], [-2.744897, -5.535858, 0.235486], [2.260244, 0.726102, 7.522477], [-1.088803, 6.012602, 1.675695], [-1.199667, -4.463282, -3.664047], [-0.635211, 3.889671, -5.296351], [-1.094229, 2.545315, -1.676772], [-3.483263, -3.879512, -3.207790], [-1.938678, -3.612618, 0.218551], [-1.577204, 4.057838, 0.415333]],
  "atomic_forces_ev_per_a": [[0.56, 1.45, -1.50], [2.37, -0.73, 0.29], [0.18, 0.09, -0.88], [-0.22, -0.28, -1.04], [-1.12, -0.10, -0.71], [0.00, -0.67, 0.00], [-0.25, 0.75, -0.15], [-0.19, -0.22, -0.46], [0.15, 0.05, -1.05], [0.04, 0.00, -0.03], [-0.23, 0.14, 1.57], [0.06, 0.07, -0.23], [0.70, 0.13, -1.51], [0.02, 0.49, 0.82], [-0.51, 0.29, -0.54], [0.18, -0.09, 0.79], [-0.05, 0.11, 0.32], [0.22, -0.78, 0.79], [0.97, -0.03, -0.70], [1.42, -1.38, 1.10], [-0.13, 0.72, -1.19], [-0.43, 0.58, -1.35], [0.32, 0.54, -1.10], [-0.62, 0.42, -0.40], [0.27, -0.04, -0.36], [0.20, 0.10, 0.35], [1.14, 0.30, -0.09], [-0.15, -0.19, -0.46], [0.30, -0.53, -0.90], [-1.21, -0.30, 0.61], [1.21, -0.21, 1.34], [0.08, 0.56, -0.03], [0.14, 1.78, 2.19], [0.69, 0.32, 0.00], [-0.17, -0.45, 0.86], [0.27, 0.17, 0.58], [-1.16, -3.04, 0.71], [0.31, -0.71, 0.58], [0.12, -0.12, 0.69], [-0.40, -0.34, -0.02], [-0.90, 1.11, -0.87], [-0.15, -0.58, 0.35], [-0.17, -0.28, -1.34], [-1.57, -0.21, 0.20], [-0.73, 1.03, 0.79], [-0.03, 0.41, -0.32], [-0.57, 1.11, 0.96], [0.50, 0.63, -0.79], [0.28, 0.20, 0.18], [-1.12, 0.35, 0.01], [1.95, 0.47, 0.16], [-0.67, 0.42, 0.41], [-1.16, -0.36, -0.60], [0.55, -0.07, 0.05], [-0.13, -0.23, 0.13], [0.31, -0.76, -0.97], [-0.04, 0.01, 0.03], [-0.51, 0.19, 0.38], [-0.69, -0.77, 0.75], [0.26, -0.23, -1.23], [0.83, -1.05, 0.32], [1.44, -1.25, -0.29], [-0.32, -0.46, 0.76], [0.05, -0.02, 0.02], [-0.85, 0.45, -0.09], [0.00, 1.65, 1.53], [0.20, -0.11, 0.58], [-0.04, -0.74, -0.21], [-0.29, 0.32, 0.65], [-0.76, 0.66, 0.18], [0.05, 0.07, -0.23], [-0.65, -1.51, -1.08], [-0.23, -0.22, 0.16], [-0.22, 0.17, -0.70], [0.28, 0.74, 1.23]],
  "lowdin_spin": [0.0061, 0.0000, 0.0003, 0.0005, 0.0000, 0.0018, 0.0000, 0.0001, 0.0976, 0.0000, 0.0616, 0.0000, 0.0195, -0.0022, 0.0000, 0.1693, 0.0000, 0.0000, 0.0000, 0.0000, 0.0000, 0.0000, 0.0185, 0.0001, 0.0000, 0.0000, 0.0000, 0.0000, 0.1311, 0.0000, 0.0000, 0.0000, 0.0513, 0.0000, 0.0000, 0.0001, 0.2071, 0.0075, 0.0069, 0.0000, 0.0000, 0.0001, -0.0016, 0.0000, 0.1534, 0.0000, 0.0000, 0.0000, 0.0000, 0.0000, 0.0000, 0.0000, 0.0000, 0.0000, -0.0025, -0.0079, 0.0000, 0.0000, 0.0000, 0.0000, 0.0000, 0.0000, 0.0000, 0.0000, 0.0001, 0.0686, 0.0000, 0.0000, 0.0113, 0.0000, 0.0031, -0.0133, 0.0000, 0.0000, 0.0113],
  "total_charge": -2,
  "relative_energy_kj_mol": 0.00,
  "e_lumo_ha": [0.08609, 0.08609],
  "orbital_gap_ha": [0.1322, 0.2242],
  "spin_multiplicity": 2
}

=====

{
  "formula": "C27H27MnN5OPS",
  "method": "ωB97M-V with the def2-TZVPD basis set",
  "species": ["H", "H", "H", "H", "H", "N", "Mn", "C", "C", "H", "H", "C", "H", "N", "C", "H", "H", "C", "C", "C", "H", "C", "C", "N", "C", "H", "H", "H", "H", "C", "C", "P", "C", "H", "N", "C", "H", "O", "H", "N", "S", "C", "H", "H", "H", "C", "C", "C", "C", "H", "C", "C", "C", "H", "C", "H", "H", "C", "H", "H", "C", "C", "C"],
  "coordinates": [[1.368756, 4.008380, -4.409574], [-2.091982, 1.037612, 7.403317], [-3.990270, -1.072651, -2.192872], [-0.838618, -2.036200, 4.705818], [-0.941737, -5.926798, 1.336703], [-5.584547, 0.700083, 1.446300], [-0.298359, 0.152919, 0.173556], [-1.711624, 0.746428, 6.432698], [1.001236, 3.040934, -4.074229], [-6.512720, 0.530338, 1.087778], [2.885799, 4.109293, -2.236308], [-3.765008, -0.602310, -1.242170], [-2.803335, -4.320263, 1.596120], [-0.928327, 2.553539, -2.834058], [-0.186189, -2.223252, 2.123265], [-2.963671, 1.088310, 2.053339], [-1.879681, 2.618689, -2.511344], [-1.001928, -0.987759, 4.921261], [4.665707, -0.174257, 2.411075], [1.594174, -0.222548, 0.338455], [3.243960, 2.396422, -2.496417], [1.882982, -0.267734, 2.628944], [-0.953070, 1.352539, 4.238514], [-4.781969, -0.218430, -0.492677], [0.860230, -3.137948, 1.994422], [-2.332112, -1.963369, 2.129435], [-0.802950, 2.097491, -4.903250], [5.745668, -0.137818, 2.362344], [-0.731030, 2.111423, 3.493829], [-0.526155, 2.891240, -4.217137], [3.929311, -0.264043, 1.247233], [0.083658, -0.463786, 2.457955], [-2.451791, -0.411314, -0.835143], [-1.609035, -0.778116, -1.427218], [-2.224709, 0.189320, 0.346673], [-1.491613, -0.598430, 6.158168], [-5.492234, 1.155482, 2.337776], [1.324991, -0.220573, -0.844133], [-1.006720, 3.812307, -4.536583], [1.217645, 2.905850, -2.615282], [-0.088529, 2.525535, -0.251482], [2.544284, 3.094676, -2.039875], [2.156729, -0.152166, 4.750563], [1.553746, 2.263715, -4.597952], [-1.628431, 2.766490, 5.699196], [-0.721700, -0.002642, 3.971558], [-0.731758, -4.888259, 1.556075], [0.094578, 2.651211, -1.986142], [-1.449436, 1.722563, 5.475990], [1.890320, -2.832987, 2.134712], [-1.778910, -3.983652, 1.694371], [-4.539353, 0.357751, 0.696779], [-3.206696, 0.585535, 1.125896], [2.502249, 2.939589, -0.966601], [2.530943, -0.274677, 1.375332], [1.391725, -5.180400, 1.633524], [-1.704536, -1.348180, 6.909001], [0.581095, -4.468278, 1.713866], [4.624175, -0.017962, 4.547558], [4.407209, -0.300818, 0.276211], [4.022843, -0.110020, 3.651385], [2.627598, -0.169431, 3.774934], [-1.511077, -2.654397, 1.976518]],
  "atomic_forces_ev_per_a": [[0.00, 0.03, 0.01], [0.00, 0.00, -0.02], [-0.01, 0.00, 0.04], [0.02, 0.02, 0.01], [0.00, 0.01, 0.02], [0.02, -0.01, -0.08], [-0.72, 1.34, -0.21], [-0.01, -0.01, 0.03], [-0.07, 0.03, 0.15], [-0.01, 0.00, 0.00], [-0.01, 0.04, -0.02], [-0.20, 0.05, 0.06], [0.03, 0.01, 0.01], [-0.08, -0.08, -0.12], [-0.06, 0.02, 0.15], [0.01, -0.05, 0.01], [0.00, 0.01, 0.01], [-0.04, 0.04, 0.05], [-0.01, 0.00, 0.08], [0.47, -0.26, -0.51], [0.00, -0.04, -0.02], [-0.11, 0.20, -0.03], [0.03, -0.02, 0.02], [0.16, -0.05, -0.03], [0.06, -0.01, 0.01], [-0.03, 0.00, -0.01], [-0.02, -0.06, -0.01], [-0.01, 0.00, 0.02], [0.02, -0.01, 0.03], [0.06, 0.00, 0.15], [-0.01, -0.03, -0.03], [0.39, -0.81, -0.10], [-0.29, -0.05, 0.21], [0.04, 0.04, -0.08], [-0.01, -0.26, 0.02], [-0.03, -0.01, 0.03], [0.01, 0.01, 0.01], [0.52, -0.09, 0.56], [-0.02, 0.05, 0.03], [0.25, 0.05, 0.00], [-0.22, -0.42, -0.12], [-0.11, 0.00, -0.09], [0.04, 0.02, -0.02], [0.02, -0.07, 0.01], [0.01, -0.03, 0.00], [-0.13, 0.30, -0.22], [-0.02, -0.02, -0.01], [0.08, 0.08, -0.05], [-0.02, 0.03, -0.01], [-0.03, -0.02, 0.00], [-0.03, 0.02, -0.01], [-0.28, -0.01, -0.05], [0.17, 0.11, 0.03], [-0.02, -0.01, 0.03], [0.06, 0.04, -0.09], [-0.01, 0.01, -0.01], [0.01, 0.02, -0.01], [0.04, 0.02, 0.00], [0.00, -0.01, -0.01], [-0.03, 0.02, 0.02], [0.01, -0.01, 0.00], [0.11, -0.12, 0.17], [-0.01, -0.04, 0.01]],
  "lowdin_spin": [0.0001, -0.0002, -0.0009, -0.0002, 0.0005, -0.0028, 3.2721, -0.0038, 0.0005, -0.0003, 0.0000, 0.0019, -0.0003, 0.0074, 0.0135, -0.0010, 0.0004, -0.0054, -0.0026, -0.1439, 0.0001, -0.0038, -0.0033, 0.0182, 0.0082, 0.0002, 0.0003, -0.0006, -0.0003, 0.0008, -0.0055, -0.0537, 0.0298, 0.0037, -0.0496, -0.0011, 0.0000, -0.0967, 0.0001, 0.0024, 0.0239, 0.0007, -0.0001, 0.0000, 0.0001, -0.0156, 0.0112, 0.0161, 0.0001, 0.0005, -0.0016, -0.0029, -0.0079, 0.0005, -0.0249, -0.0002, -0.0001, -0.0002, 0.0002, 0.0002, 0.0058, -0.0017, 0.0113],
  "total_charge": 3,
  "e_lumo_ha": [-0.41303, -0.38402],
  "orbital_gap_ha": [0.2116, 0.2500],
  "spin_multiplicity": 4
}

=====

{
  "formula": "C27H27N2O2",
  "method": "ωB97M-V with the def2-TZVPD basis set",
  "species": ["H", "C", "C", "C", "H", "H", "C", "C", "C", "H", "H", "C", "H", "C", "C", "H", "O", "H", "C", "H", "H", "H", "H", "H", "C", "H", "C", "H", "H", "C", "H", "C", "H", "C", "C", "H", "C", "C", "C", "N", "C", "N", "H", "H", "H", "C", "C", "H", "C", "H", "C", "H", "H", "C", "H", "C", "O", "C"],
  "coordinates": [[3.119616, 1.794003, -0.348415], [2.753374, 2.298666, 0.542765], [-0.966001, -2.130064, -2.654784], [-3.229888, -1.189634, -2.730453], [-1.447543, -0.020669, -2.788814], [0.462563, 0.167692, -2.427107], [-1.856772, -1.027434, -2.729835], [-5.669423, -3.953548, -2.659515], [3.063356, 4.865895, 3.066366], [-1.655080, 0.268044, 4.844335], [5.466486, 3.084260, 0.555960], [-1.921195, 0.777359, 0.994161], [-5.348351, -4.544432, -3.529132], [1.561218, 3.037145, 2.368780], [0.923795, 4.498675, 4.178182], [-3.879120, 0.152661, 3.710115], [-5.123124, -2.614163, -2.703892], [2.321859, 6.049586, 4.730803], [0.497740, -1.944134, -2.591647], [-3.905989, -0.336896, -2.783433], [-0.327847, 2.920643, 3.364873], [0.948392, -3.931832, -3.118125], [-0.914549, -4.312167, -2.473046], [2.162270, -0.616996, -2.430053], [1.537022, 2.084199, 1.248230], [0.206002, 4.764839, 4.956265], [-2.905810, -3.611793, -2.592800], [-5.375143, -4.476228, -1.738382], [4.541611, 4.220835, -0.434561], [-1.732904, 0.402733, 3.763303], [-6.746535, -3.798414, -2.680830], [-0.650514, 0.896530, 1.618516], [5.006749, 4.675671, 1.232592], [-1.528945, -3.417426, -2.576122], [-3.773189, -2.495909, -2.673239], [-1.966485, 0.928287, -0.086771], [0.626081, 3.436366, 3.308281], [4.682658, 3.853192, 0.592750], [-0.583940, 0.656018, 3.019111], [3.447738, 3.309945, 1.125819], [2.527018, -3.218625, -2.070288], [1.291828, -3.089734, -2.677662], [0.553705, 0.880457, -0.193376], [0.386112, 0.707405, 3.517097], [-3.313293, -4.623326, -2.538951], [0.498679, 1.251275, 0.834423], [2.123569, 5.215543, 4.055730], [3.995030, 5.408448, 2.917615], [-2.979571, 0.343728, 3.127485], [2.714636, -5.243928, -2.930565], [-3.065749, 0.520547, 1.738479], [3.155351, -5.062214, -1.208610], [4.225511, -4.424852, -2.451316], [1.083148, -0.719805, -2.440015], [-4.029570, 0.456154, 1.230913], [2.768080, 3.773792, 2.260875], [3.070770, -2.315516, -1.448974], [3.174555, -4.580873, -2.193101]],
  "atomic_forces_ev_per_a": [[-0.04, 0.14, 0.23], [0.51, 1.55, 0.54], [-0.78, -0.40, 0.11], [-0.09, -0.70, 0.04], [-0.17, -0.22, -0.07], [0.08, -0.10, 0.09], [0.32, -0.45, 0.03], [0.17, 0.54, -0.03], [-0.25, -0.05, 0.30], [-0.03, -0.05, -0.39], [-0.25, 0.21, 0.20], [0.62, 0.01, -0.02], [-0.10, 0.23, 0.17], [0.60, 0.47, -0.06], [0.11, -0.24, -0.41], [0.20, 0.04, -0.15], [0.12, -0.53, 0.07], [0.00, -0.27, -0.26], [0.57, 1.91, 0.04], [0.16, -0.23, -0.03], [0.21, 0.30, 0.18], [-0.15, 0.38, 0.04], [-0.07, 0.32, -0.02], [-0.37, 0.05, 0.01], [-0.73, -0.50, 0.24], [0.22, 0.00, -0.32], [-0.62, 0.65, -0.06], [-0.10, 0.21, -0.17], [-0.13, -0.03, 0.43], [0.11, -0.01, -0.25], [0.11, -0.16, 0.00], [-1.16, -0.37, 0.71], [0.02, -0.19, -0.22], [-0.01, 0.47, -0.02], [0.61, -0.45, 0.01], [-0.17, -0.11, 0.30], [-0.12, 0.33, 0.59], [0.65, 0.08, -0.31], [0.06, 0.28, -0.31], [-0.78, -1.95, -1.13], [0.25, 0.36, 0.32], [0.65, -0.48, 0.33], [-0.03, -0.10, 0.25], [-0.29, -0.10, -0.14], [0.23, 0.41, -0.02], [1.14, 0.56, -0.01], [0.28, -0.38, -0.34], [-0.31, 0.05, 0.23], [0.29, 0.08, -0.33], [0.00, 0.13, 0.10], [0.04, 0.00, 0.11], [-0.05, 0.07, -0.19], [-0.18, -0.06, 0.01], [-0.51, -1.08, -0.37], [0.29, 0.02, 0.20], [-1.03, 0.08, 0.11], [-0.26, -0.71, -0.37], [0.15, 0.01, 0.05]],
  "lowdin_charge": [0.1622, 0.0916, -0.1663, 0.0040, 0.0985, 0.0383, -0.0362, -0.0577, 0.0115, 0.1187, 0.1126, -0.0017, 0.0989, -0.0970, -0.0444, 0.1162, -0.0829, 0.1155, -0.2610, 0.1214, 0.1023, 0.1291, 0.1087, 0.0561, -0.1081, 0.1155, -0.0108, 0.0956, 0.1130, -0.0545, 0.0942, -0.2009, 0.0878, -0.0249, -0.2695, 0.1156, -0.0071, 0.0182, -0.0403, -0.0491, -0.4914, 0.1088, 0.1158, 0.1289, 0.1040, 0.1172, -0.0479, 0.1104, -0.0390, 0.0779, -0.0510, 0.0935, 0.0908, 0.0664, 0.1162, -0.1505, 0.0305, 0.0061],
  "total_charge": 1,
  "relative_energy_kj_mol": 113.62,
  "e_lumo_ha": -0.17658,
  "orbital_gap_ha": 0.1910
}